# 1
53
Properties=species:S:1:pos:R:3:forces:R:3:mulliken_spin:R:1 method="wB97M-V/def2-TZVPD" total_charge=+2 lumo_energy_ev="-8.86 / -8.95" spin_multiplicity=3 energy_ha=-1619.36536
P 0.33727 -3.42322 1.74372 0.956 -1.733 0.116 0.72
P -0.55341 3.88823 2.36182 -1.524 2.463 1.430 0.02
C 1.93649 0.38383 -0.19963 0.757 -0.075 1.142 -0.01
C 0.96859 1.23480 0.50802 -0.538 -0.102 0.376 -0.01
H 2.67357 0.84410 -0.86331 -0.002 0.278 0.351 0.00
H 2.36727 -0.45885 0.33437 0.014 -0.123 -0.235 0.00
H 0.40938 0.83736 1.36947 0.619 0.066 0.241 0.02
H 1.19250 2.30623 0.57163 -0.364 0.204 -0.051 0.00
C -1.35888 4.20670 0.77428 0.082 -0.595 -0.100 0.00
H -2.26390 4.73470 1.10800 0.136 -0.102 -0.151 0.00
H -1.65630 3.26292 0.28476 0.195 0.424 0.091 0.00
H -0.74486 4.83994 0.11188 -0.102 -0.422 0.317 0.00
C 0.97932 4.77498 2.71133 0.420 -0.685 0.030 0.00
H 1.08033 5.59693 1.99518 -0.098 -0.151 -0.053 0.00
H 1.86007 4.12261 2.65260 -0.149 0.207 -0.033 0.00
H 0.86864 5.15618 3.73238 -0.030 -0.124 -0.159 0.00
C -0.64783 -4.68774 0.87844 -0.788 0.682 -0.593 0.04
H -0.88563 -5.60880 1.42583 0.234 0.356 0.256 0.03
H -0.17691 -4.96022 -0.07893 0.163 0.213 0.445 0.00
H -1.59286 -4.18968 0.59202 0.150 -0.391 0.241 0.01
C 2.10343 -3.75507 1.42878 0.426 0.910 -0.362 0.06
H 2.49107 -2.75919 1.13299 0.188 -0.424 0.217 0.00
H 2.31261 -4.41760 0.57736 -0.601 0.136 0.172 0.00
H 2.71141 -4.11847 2.26657 -0.508 0.191 0.163 0.02
W 0.07357 0.43227 -1.23222 3.884 0.972 5.049 -0.01
C 0.00319 1.73515 -2.68126 -0.557 1.028 -0.452 0.00
C -1.36168 1.43635 -2.14278 -2.818 1.382 -0.918 0.01
C -2.28406 0.41597 -2.78887 -1.278 0.203 -0.461 0.00
C -1.71918 -1.02152 -2.85513 -1.261 -0.739 -0.956 0.00
C -0.69865 -1.31148 -1.77681 -0.823 -1.132 -0.972 -0.01
C 0.75076 -1.20021 -2.15239 -0.171 -1.901 0.910 -0.01
C 1.18415 -0.53331 -3.41462 0.810 -0.863 -1.582 0.00
C 0.62483 0.88410 -3.77103 0.132 0.749 -1.913 0.00
C -0.08461 -3.16583 3.48741 -0.518 1.023 0.167 0.05
H 0.38871 2.74609 -2.49815 -0.052 -0.350 -0.181 0.00
H -1.88288 2.17617 -1.49956 0.485 0.073 -1.032 0.00
H -2.67599 0.76998 -3.76148 0.462 -0.326 0.086 0.00
H -3.21138 0.37397 -2.19729 0.345 0.094 0.160 0.00
H -2.55982 -1.72789 -2.76734 0.134 0.257 0.029 0.00
H -1.34009 -1.23922 -3.86601 0.227 0.114 0.370 0.00
H -0.95401 -2.01867 -0.96909 0.130 0.002 -0.542 0.03
H 1.36191 -2.00326 -1.75104 0.381 0.300 -0.272 0.00
H 1.01712 -1.21584 -4.26242 -0.305 0.351 -0.032 0.00
H 2.28094 -0.46200 -3.42139 -0.257 0.054 0.428 0.00
H 1.48588 1.45754 -4.15854 -0.378 -0.256 0.198 0.00
H -0.05509 0.81692 -4.63755 0.097 -0.124 0.414 0.00
H 0.66703 -2.62798 4.07976 0.291 -0.338 -0.529 -0.01
H -0.37514 -4.06810 4.02550 0.037 -0.232 -0.276 0.03
H -0.93946 -2.46574 3.50118 0.010 -0.497 -0.088 0.01
O -1.94423 -0.13866 3.90988 2.833 0.788 2.493 0.29
N -0.91433 0.10033 4.55391 0.514 -0.781 -4.351 0.42
O 0.25563 0.12350 4.11783 -3.371 0.083 1.884 0.26
O -1.50451 3.92076 3.50999 1.381 -1.134 -1.484 0.01

=====

# 2
71
Properties=species:S:1:pos:R:3:forces:R:3:lowdin_charge:R:1 method="wB97M-V/def2-TZVPD" total_charge=+1 lumo_energy_ev=-3.47 energy_ha=-9280.22464
C 3.19240 -3.62280 -1.56243 -0.121 0.483 0.140 -0.08
C 2.45999 -3.03031 -0.33448 -0.218 -0.397 -0.335 -0.22
C 1.10743 -2.34691 -0.66486 0.324 -0.169 0.640 -0.18
C 0.69927 -1.24087 0.34379 -0.186 -0.371 -0.833 -0.30
C -0.79284 -1.42423 0.68448 -0.034 0.362 0.455 -0.05
C 1.10192 0.26531 -0.01026 -0.415 -0.530 0.675 -0.54
P 2.76326 0.79372 0.78239 -0.254 0.664 0.204 0.91
P 4.47343 0.69353 -0.54583 0.784 0.275 -0.603 0.21
O 4.24222 1.46251 -1.76143 -0.429 -0.161 0.010 -0.30
O 5.65536 1.25817 0.37819 -0.499 -0.221 0.364 -0.15
O 4.98596 -0.79552 -0.78665 0.055 0.058 0.319 -0.15
N 0.15540 1.08050 0.81410 0.092 0.230 -0.192 0.04
C -0.85815 1.48916 0.06008 0.198 -1.087 -0.039 -0.46
N -1.83972 2.23724 0.49260 -0.361 0.076 0.048 0.11
N -1.89812 2.67176 1.83056 0.261 0.454 -0.274 0.06
C -1.03090 3.51153 2.15152 -0.037 -0.857 0.179 -0.73
S 0.09527 4.38333 2.71447 -0.173 0.276 -0.020 0.87
N -0.74761 1.00850 -1.22580 -0.207 1.350 0.039 -0.23
P -1.76182 1.56493 -2.57360 0.291 -0.486 -1.656 0.96
C -1.90146 3.39067 -2.56394 -0.023 -0.029 0.643 -0.28
C -3.38567 0.87532 -2.10541 0.029 0.097 0.988 -0.28
C 0.69996 0.87741 -1.41207 0.688 0.254 0.746 -0.60
Br 1.37627 2.81193 -1.33533 0.064 -0.243 -0.034 0.82
P 1.38646 0.34124 -3.12253 0.415 0.485 -1.248 0.38
O 1.79059 1.51084 -3.88257 -0.306 -0.026 0.052 -0.29
O 2.56068 -0.70983 -2.95029 -0.499 -0.086 0.625 -0.10
O 0.25071 -0.44391 -3.91008 -0.104 -0.351 0.815 -0.13
H 2.64388 -3.40558 -2.47834 -0.035 -0.103 -0.079 0.07
H 4.17493 -3.17124 -1.68393 0.100 -0.110 -0.018 0.06
H 3.30325 -4.70077 -1.48593 0.071 -0.017 0.002 0.07
H 3.09845 -2.37485 0.25718 0.134 0.106 -0.178 0.07
H 2.21412 -3.87181 0.31568 0.041 0.162 0.253 0.10
H 0.36794 -3.13711 -0.56288 -0.160 0.089 -0.165 0.05
H 1.04847 -2.04634 -1.70603 0.049 0.223 -0.093 0.08
H 1.24102 -1.47365 1.26281 0.019 0.098 0.050 0.11
H -1.00366 -2.47264 0.88017 0.070 -0.044 -0.116 0.04
H -1.47029 -1.06250 -0.08641 0.040 -0.234 -0.159 0.07
H -1.06083 -0.89811 1.60408 -0.077 -0.100 -0.004 0.08
H 2.99035 -0.29219 1.65288 0.031 -0.270 -0.340 -0.06
H 5.46319 2.16827 0.64966 0.266 -0.010 -0.041 0.09
H 5.72904 -1.02136 -0.20703 -0.030 -0.155 -0.131 0.10
H 0.00699 0.84280 1.78440 0.064 0.349 0.073 0.15
H -2.60965 2.48695 -0.11207 -0.083 -0.058 0.129 0.11
H -2.05440 3.89886 -1.60967 -0.035 0.018 -0.032 0.03
H -2.74923 3.62045 -3.21196 -0.005 -0.066 -0.068 0.05
H -0.99311 3.77861 -3.01791 -0.017 0.033 -0.049 0.02
H -3.96211 0.63824 -2.99624 0.046 0.205 -0.109 0.05
H -3.20865 -0.06963 -1.58508 0.017 -0.036 -0.081 0.04
H -3.98182 1.50054 -1.43521 -0.050 -0.190 -0.247 -0.06
H 2.81739 -0.96275 -2.05633 0.206 -0.091 -0.080 0.03
H -0.23220 -1.09809 -3.38523 0.040 -0.115 -0.220 0.08
C 1.01814 8.27084 3.17241 -0.064 0.057 -0.016 -1.02
Cl 0.49114 8.86073 4.74585 -0.016 -0.001 -0.015 0.53
Cl 2.15325 6.91470 3.31976 0.100 0.040 -0.022 0.46
H 0.14998 7.93026 2.62002 0.005 -0.035 0.023 0.02
H 1.51849 9.07350 2.64461 0.050 -0.009 0.038 0.03
C -1.49732 -5.89455 -0.30690 0.117 -0.030 0.015 -0.98
Cl -1.99977 -4.42980 -1.16494 -0.140 -0.040 -0.168 0.53
Cl -0.81411 -5.48882 1.27357 -0.029 -0.091 -0.069 0.50
H -2.36256 -6.53176 -0.17105 -0.037 0.069 0.062 0.03
H -0.73962 -6.39746 -0.89576 0.016 0.049 -0.016 0.03
C -7.29001 2.44100 -0.42509 -0.106 -0.113 0.038 -0.99
Cl -5.66829 3.13383 -0.64241 -0.083 0.307 0.041 0.52
Cl -7.21466 0.79566 0.20243 -0.007 0.013 -0.013 0.52
H -7.83157 3.06263 0.27712 0.063 0.005 0.039 0.03
H -7.78129 2.42672 -1.39015 0.058 -0.009 -0.025 0.03
C 0.24863 -6.07165 5.23971 0.032 -0.088 0.039 -1.02
Cl -0.27282 -4.61109 4.37926 0.013 0.055 0.046 0.46
Cl 0.97928 -5.69364 6.79857 0.000 -0.015 -0.012 0.52
H -0.62098 -6.69614 5.40420 -0.030 0.052 0.019 0.03
H 0.98070 -6.58429 4.62752 0.021 0.048 -0.009 0.03

=====

# 3
59
Properties=species:S:1:pos:R:3:forces:R:3:nbo_charge:R:1 method="wB97M-V/def2-TZVPD" lumo_energy_ev="-1.70 / -1.79" energy_ha=-2677.04090
V -0.18717 -0.42793 0.37986 -0.384 -2.355 -0.840 1.62
N 0.67535 -1.66737 1.73302 -0.864 1.738 -1.536 -0.59
N -1.79711 -1.55747 -0.05170 2.178 1.106 0.501 -0.55
N 1.27861 1.17049 -0.24891 -1.089 -0.665 0.026 -0.60
N -0.63207 0.94257 -1.34140 1.120 -0.073 0.839 -0.60
H -0.43872 -3.39789 1.30102 0.334 0.099 0.225 0.21
C 0.47002 -3.10404 1.84896 -0.200 -0.133 -0.144 -0.43
H 0.36203 -3.40713 2.91221 0.112 0.209 -0.501 0.21
H 1.32933 -3.66911 1.42756 -0.300 0.312 0.151 0.20
H 2.77480 -1.69496 2.11862 -0.414 0.034 0.086 0.19
C 1.84104 -1.21942 2.48706 0.483 0.240 -0.156 -0.44
H 1.73939 -1.46490 3.56531 -0.034 0.124 -0.508 0.21
H 1.95758 -0.12634 2.39953 -0.070 -0.606 0.127 0.23
C -2.11101 -2.21352 -1.31380 0.092 0.120 -0.201 -0.43
H -3.02603 -1.78457 -1.77347 0.340 -0.146 0.230 0.20
H -1.28057 -2.10495 -2.02536 -0.350 -0.051 0.303 0.22
H -2.29525 -3.29672 -1.15538 0.075 0.448 0.017 0.21
H -3.82066 -1.14962 0.49262 0.414 -0.199 0.114 0.21
C -2.91120 -1.64711 0.89089 -0.022 0.101 0.256 -0.43
H -3.16712 -2.70885 1.09050 0.160 0.410 -0.151 0.20
H -2.65283 -1.17004 1.84875 -0.242 -0.297 -0.621 0.21
C 2.61527 1.65750 0.07344 0.282 -0.083 0.178 -0.05
H 3.24925 0.75902 0.22363 -0.210 0.300 -0.062 0.18
C 2.58500 2.44322 1.39834 -0.061 -0.048 0.095 -0.61
H 2.07276 1.86786 2.18756 0.189 0.334 -0.315 0.23
H 3.60810 2.67889 1.74181 -0.379 -0.093 -0.178 0.21
H 2.03224 3.38945 1.26459 0.184 -0.351 0.044 0.21
C 3.25977 2.50248 -1.03475 -0.031 0.056 -0.113 -0.62
H 4.29665 2.75479 -0.75383 -0.428 -0.115 -0.089 0.22
H 3.27972 1.96022 -1.99394 0.022 0.216 0.315 0.21
H 2.71331 3.45215 -1.18014 0.210 -0.353 0.071 0.21
H -1.97700 2.19955 -4.25640 0.295 -0.045 0.331 0.22
C -1.20101 2.14156 -3.47391 0.051 0.114 -0.009 -0.63
H -1.08546 3.15081 -3.03740 -0.054 -0.388 -0.155 0.21
H -0.24998 1.85540 -3.95529 -0.350 0.111 0.151 0.21
C -1.61292 1.11800 -2.40764 -0.125 -0.177 -0.032 -0.04
H -1.72018 0.14066 -2.92142 0.035 0.307 0.162 0.18
C -2.97538 1.46328 -1.78459 -0.056 0.065 0.020 -0.60
H -3.23336 0.72440 -1.00773 0.096 0.283 -0.260 0.21
H -2.93912 2.45826 -1.30600 0.006 -0.401 -0.169 0.22
H -3.77318 1.46887 -2.54888 0.327 -0.010 0.275 0.21
H 0.90348 2.28476 -2.03826 -0.152 -0.277 0.334 0.19
C 0.55573 1.55332 -1.29321 -0.696 -0.627 0.660 0.31
C 1.19213 -1.49710 -1.19482 -0.074 -0.453 0.708 -0.63
H 2.21278 -1.49471 -0.76758 -0.535 0.198 -0.037 0.21
H 0.77113 -2.51799 -1.06561 0.080 0.563 -0.001 0.21
C 1.18046 -1.08365 -2.60055 -0.001 0.802 -0.729 -0.20
H 0.25255 -1.29237 -3.15902 0.431 0.116 0.205 0.19
C 2.14865 -0.40788 -3.26563 -0.391 -0.501 0.507 -0.42
H 3.11563 -0.18935 -2.79484 -0.433 -0.041 -0.127 0.19
H 2.01907 -0.08918 -4.30644 0.037 -0.238 0.437 0.20
F -1.36735 -0.55033 5.66132 -0.710 -0.331 -2.805 -0.28
C -1.77546 -0.74010 4.35456 -1.277 -2.088 1.624 0.79
F -1.37512 -1.98994 3.93671 -0.790 1.617 0.840 -0.31
F -3.15460 -0.65236 4.30459 2.679 -0.368 -0.002 -0.29
S -1.03673 0.55569 3.30541 1.914 12.884 -0.785 1.99
O -1.80451 1.79842 3.78069 -0.418 -4.635 -1.010 -0.89
O 0.35043 1.04539 3.73149 -2.010 -4.339 -1.528 -0.84
O -1.24115 0.77987 1.59785 1.003 -2.424 3.231 -0.84